Here is C18H17BrN6O3 in the gas phase in a non-equilibrium geometry from the OMol25 dataset. Energies are from ωB97M-V/def2-TZVPD.

Summary:
LUMO = -0.226 eV
2S+1 = 1
SMILES = Cn1c(=O)c2c(ncn2CC(=O)N/N=C/C(Br)=C/c2ccccc2)n(C)c1=O
orbital gap = 0.300 Eh

Structure (XYZ):
```
45
Properties=species:S:1:pos:R:3:forces:R:3
C 4.109 -0.685 1.274 0.2 0.2 -0.1
N 3.129 -1.702 1.616 0.1 0.2 -0.1
C 1.931 -1.710 0.903 -0.2 -0.2 0.0
O 1.691 -0.900 0.022 -0.1 0.0 0.0
C 1.077 -2.764 1.351 0.4 -0.4 0.7
C 1.440 -3.654 2.350 -0.7 0.7 -1.0
N 0.461 -4.565 2.551 0.4 -0.3 0.5
C -0.476 -4.244 1.685 0.0 0.1 -0.1
N -0.172 -3.166 0.941 0.2 -0.2 0.2
C -0.908 -2.544 -0.120 -0.1 0.3 -0.2
H -1.180 -1.519 0.145 0.0 -0.3 0.0
H -1.813 -3.122 -0.323 0.1 0.1 0.0
C -0.032 -2.519 -1.376 -0.3 0.0 0.1
O 0.710 -3.416 -1.691 0.0 -0.1 0.0
N -0.167 -1.398 -2.140 0.6 0.0 -1.2
N -0.927 -0.376 -1.762 -0.4 0.5 0.2
C -0.890 0.742 -2.368 0.5 -0.8 -0.2
C -1.726 1.821 -1.921 -0.5 0.9 0.2
C -1.704 3.046 -2.476 0.2 -0.9 0.2
C -2.456 4.239 -2.135 -0.2 0.5 0.1
C -3.780 4.217 -1.692 0.0 0.0 -0.1
C -4.434 5.396 -1.387 0.0 0.1 0.0
C -3.786 6.613 -1.514 0.0 0.0 0.0
C -2.478 6.650 -1.973 0.0 0.1 0.0
C -1.825 5.478 -2.293 -0.1 -0.2 0.1
H -0.805 5.509 -2.650 0.1 0.0 -0.1
H -1.970 7.596 -2.086 0.0 0.1 0.0
H -4.299 7.530 -1.267 0.0 0.1 0.0
H -5.459 5.362 -1.050 -0.1 0.0 0.0
H -4.313 3.284 -1.616 0.0 -0.1 0.0
H -0.976 3.184 -3.269 0.1 -0.1 -0.1
Br -2.793 1.364 -0.416 -0.1 0.2 0.0
H -0.240 0.935 -3.227 0.0 0.0 0.0
H 0.488 -1.297 -2.920 -0.1 -0.1 0.3
H -1.398 -4.781 1.587 -0.3 0.0 -0.1
N 2.633 -3.561 2.992 0.1 0.0 0.0
C 3.521 -2.569 2.631 -0.1 -0.2 0.1
O 4.599 -2.447 3.170 0.3 0.1 0.1
C 2.979 -4.506 4.030 0.1 -0.2 0.2
H 2.952 -5.518 3.627 0.0 0.0 0.0
H 2.261 -4.432 4.847 0.0 0.0 0.0
H 3.979 -4.263 4.383 -0.1 0.0 0.0
H 3.680 -0.067 0.489 0.1 -0.1 0.1
H 5.028 -1.158 0.927 0.0 0.1 0.0
H 4.338 -0.083 2.152 0.0 0.0 -0.1
```
Forces are in eV/Å.

Atomic partial charges in e from the Löwdin method, atoms 1 to 6: number 1, C, carries 0.00; number 2, N, carries 0.04; number 3, C, carries -0.35; number 4, O, carries 0.07; number 5, C, carries -0.06; number 6, C, carries -0.22